19
Properties=species:S:1:pos:R:3:mulliken_charge:R:1 method="wB97M-V/def2-TZVPD" homo_lumo_gap_ev="7.31 / 6.88" max_force_ha_per_bohr=0.087 e_tot_ha=-1580.59786 spin_multiplicity=2 de_lowest_kcal_mol=38.3 charge=+1
C -2.7522 0.2592 0.3378 -0.44
O -2.3408 -0.3886 -0.8146 -0.58
C -1.7938 1.3739 0.7540 -0.37
O -0.4816 0.8109 0.8863 -0.28
C 0.4545 1.1414 -0.0211 -0.68
C 1.6662 0.2907 0.0087 -0.15
O 1.3205 -0.9848 -0.5911 -0.13
C 2.3572 -1.9629 -0.5765 -0.64
Yb -0.6710 -1.0841 -1.2751 1.02
H -2.8500 -0.4404 1.1919 0.29
H -3.7431 0.7348 0.2037 0.33
H -2.0679 1.7901 1.7316 0.31
H -1.7819 2.1737 -0.0008 0.31
H 0.3821 2.0887 -0.5586 0.44
H 2.0005 0.0884 1.0390 0.34
H 2.4751 0.7415 -0.5804 0.35
H 1.9804 -2.8507 -1.0928 0.26
H 3.2360 -1.5713 -1.1049 0.29
H 2.6099 -2.2105 0.4629 0.31